DFT (ωB97M-V/def2-TZVPD) results for C47H39N11OPS5Y as an isolated structure at a distorted geometry.

Cartesian coordinates (Å):
Y1 -0.499 0.258 0.475
C1 -4.247 1.233 1.339
C2 -3.197 1.883 2.190
N1 -1.901 1.812 1.998
C3 -1.198 2.594 2.907
C4 -1.974 3.244 3.798
S1 -3.616 2.885 3.504
C5 0.266 2.673 2.782
C6 1.103 3.366 3.580
S2 2.701 3.169 3.025
C7 2.172 2.173 1.750
N2 0.881 1.995 1.744
C8 3.124 1.540 0.792
H1 -3.780 0.642 0.560
H2 -4.879 1.994 0.872
H3 -4.890 0.585 1.935
H4 -1.672 3.905 4.598
H5 0.869 3.965 4.448
H6 4.091 2.045 0.803
H7 2.704 1.569 -0.211
H8 3.276 0.491 1.065
N3 -2.148 -1.026 1.417
C9 -2.967 -1.684 1.897
C10 -4.002 -2.431 2.477
C11 -4.090 -3.840 2.248
N4 -4.162 -4.978 2.064
C12 -4.970 -1.712 3.252
N5 -5.734 -1.073 3.838
N6 -6.419 -0.262 -3.770
C13 -5.506 -0.777 -3.298
C14 -4.343 -1.425 -2.713
C15 -4.083 -2.773 -2.909
C16 -2.949 -3.306 -2.332
C17 -2.111 -2.479 -1.599
N7 -2.354 -1.175 -1.403
C18 -3.462 -0.674 -1.951
H9 -4.764 -3.380 -3.489
H10 -2.707 -4.357 -2.434
H11 -1.221 -2.880 -1.134
H12 -3.684 0.367 -1.765
S3 0.586 4.407 -0.427
C19 1.510 4.236 -1.825
N8 2.069 5.234 -2.544
C20 2.839 4.768 -3.698
C21 2.627 3.237 -3.636
N9 1.817 3.082 -2.433
H13 2.025 6.181 -2.218
H14 3.889 5.035 -3.611
H15 2.455 5.189 -4.624
H16 3.568 2.700 -3.547
H17 2.107 2.860 -4.515
H18 1.444 2.202 -2.106
N10 -4.063 5.414 0.223
C22 -3.688 5.362 -1.087
O1 -3.857 6.288 -1.855
C23 -3.064 4.081 -1.561
C24 -3.075 3.799 -2.918
C25 -2.443 2.655 -3.366
C26 -1.838 1.825 -2.438
N11 -1.842 2.073 -1.126
C27 -2.420 3.205 -0.713
H19 -4.436 6.282 0.567
H20 -3.911 4.662 0.870
H21 -3.561 4.491 -3.595
H22 -2.411 2.402 -4.418
H23 -1.309 0.931 -2.745
H24 -2.325 3.429 0.341
S4 0.706 -0.672 3.114
P1 1.421 -2.281 2.183
S5 0.766 -2.462 0.303
C28 1.051 -3.778 3.136
C29 1.958 -4.292 4.061
C30 1.621 -5.402 4.829
C31 0.377 -5.997 4.678
C32 -0.535 -5.489 3.757
C33 -0.195 -4.386 2.987
C34 3.237 -2.222 2.150
C35 3.940 -1.401 3.028
C36 5.333 -1.383 3.008
C37 6.023 -2.189 2.114
C38 5.324 -3.011 1.236
C39 3.936 -3.028 1.251
H25 2.930 -3.831 4.186
H26 2.334 -5.801 5.542
H27 0.115 -6.861 5.278
H28 -1.511 -5.945 3.631
H29 -0.895 -4.002 2.256
H30 3.390 -0.770 3.718
H31 5.876 -0.739 3.692
H32 7.106 -2.177 2.098
H33 5.861 -3.638 0.536
H34 3.390 -3.651 0.553
C40 0.825 0.364 -1.381
C41 1.515 -0.298 -2.144
C42 2.254 -1.193 -3.006
C43 3.584 -1.502 -2.717
C44 4.279 -2.412 -3.501
C45 3.655 -3.027 -4.580
C46 2.332 -2.720 -4.880
C47 1.634 -1.809 -4.098
H35 4.061 -1.031 -1.866
H36 5.309 -2.648 -3.264
H37 4.197 -3.746 -5.183
H38 1.842 -3.193 -5.723
H39 0.602 -1.564 -4.323

Calculated values
* LUMO level: -0.181 eV
* E_HOMO: -7.852 eV
* molecular weight: 1054.12 g/mol
* energy above the lowest of the compared OMol25 structures with the same formula, charge and spin: 18.2 kcal/mol
* E: -132323.887 eV
* frontier orbital gap: 7.67 eV

Löwdin atomic charge list, values in e, 99 entries:
1. Y 1.175
2. C -0.066
3. C -0.639
4. N -0.008
5. C -0.320
6. C -0.321
7. S 1.110
8. C -0.380
9. C -0.327
10. S 1.092
11. C -0.681
12. N -0.083
13. C -0.054
14. H 0.040
15. H 0.089
16. H 0.062
17. H 0.086
18. H 0.085
19. H 0.084
20. H 0.040
21. H 0.074
22. N 0.030
23. C -0.172
24. C -0.253
25. C -0.249
26. N 0.123
27. C -0.249
28. N 0.124
29. N 0.162
30. C -0.166
31. C -0.195
32. C -0.002
33. C -0.022
34. C -0.123
35. N 0.058
36. C -0.107
37. H 0.128
38. H 0.118
39. H 0.018
40. H 0.100
41. S 0.636
42. C -0.859
43. N 0.009
44. C -0.129
45. C -0.123
46. N 0.022
47. H 0.128
48. H 0.110
49. H 0.110
50. H 0.112
51. H 0.113
52. H 0.037
53. N 0.187
54. C -0.487
55. O 0.068
56. C -0.117
57. C 0.022
58. C -0.022
59. C -0.176
60. N 0.024
61. C -0.154
62. H 0.115
63. H 0.068
64. H 0.129
65. H 0.114
66. H 0.087
67. H 0.085
68. S 0.291
69. P 0.094
70. S 0.302
71. C -0.373
72. C -0.079
73. C -0.082
74. C -0.083
75. C -0.068
76. C -0.098
77. C -0.411
78. C -0.127
79. C -0.081
80. C -0.086
81. C -0.079
82. C -0.099
83. H 0.100
84. H 0.102
85. H 0.103
86. H 0.101
87. H 0.077
88. H 0.071
89. H 0.103
90. H 0.101
91. H 0.102
92. H 0.088
93. C -0.235
94. C -0.163
95. C -0.258
96. C -0.039
97. C -0.082
98. C -0.090
99. C -0.083